[1]
The following is a DFT calculation (ωB97M-V/def2-TZVPD) of 2 unconnected molecules or ions with the total composition C3H10NO2 at a distorted geometry.

Geometry as XYZ:
```
16
Properties=species:S:1:pos:R:3:forces:R:3
O 1.213 -0.656 0.393 2.38 -3.44 1.53
C 2.136 -1.508 0.127 1.61 1.06 0.18
O 2.578 -2.423 0.942 -2.24 1.29 0.07
H 2.862 -1.312 -0.697 -1.03 0.09 -0.57
H 2.460 -3.359 0.681 0.49 -0.23 -0.14
C -1.571 0.180 0.806 -1.87 -0.73 0.66
N -0.780 0.445 -0.422 -0.11 -1.39 -0.40
C -0.762 1.784 -0.958 1.97 1.35 -0.25
H -1.190 -0.809 1.194 -0.87 0.70 -0.15
H -1.342 0.968 1.551 -0.28 -0.29 -0.51
H -2.746 0.128 0.617 2.27 -0.04 0.19
H -0.838 -0.306 -1.196 -0.27 1.33 1.56
H 0.099 0.167 0.210 -0.45 1.15 -2.42
H -1.606 2.390 -0.837 -2.20 0.12 0.38
H -0.454 1.892 -1.980 0.07 -0.76 -0.62
H -0.058 2.421 -0.428 0.54 -0.20 0.50
```
Positions in Å, forces in eV/Å.

## Properties
- Net charge: +2
- Gap between HOMO and LUMO (spin up / spin down): 11.27 / 5.50 eV
- Multiplicity: 2
- Relative energy (zero: lowest compared OMol25 entry of this formula, charge and spin): 3.567 eV
- Strongest force on any atom: 0.0866 hartree/bohr
- HOMO (spin up / spin down): -21.629 / -21.096 eV



[2]
The following is a DFT calculation (ωB97M-V/def2-TZVPD) of C6H10O in the gas phase.

Geometry as XYZ:
```
17
Properties=species:S:1:pos:R:3:forces:R:3
C 2.213 0.330 0.627 0.26 0.15 -0.07
O 0.994 -0.247 1.041 0.00 0.00 0.03
C 0.381 -0.972 0.022 -0.08 -0.15 -0.13
C -1.100 -1.072 -0.006 -0.14 -0.24 0.19
C -1.722 0.223 0.515 -0.10 0.04 0.11
C -0.965 1.018 -0.583 0.00 0.14 -0.02
C -0.351 -0.287 -1.094 0.14 0.11 -0.26
H 3.025 -0.414 0.586 -0.19 0.10 0.01
H 2.485 1.110 1.348 -0.10 -0.23 -0.14
H 2.106 0.781 -0.369 0.04 0.00 0.12
H 0.913 -1.878 -0.279 -0.07 0.16 0.09
H -1.609 -2.030 -0.064 0.12 0.16 -0.02
H -2.806 0.252 0.377 0.17 -0.01 0.00
H -1.483 0.476 1.552 -0.03 -0.05 -0.15
H -1.642 1.480 -1.306 0.10 -0.09 0.10
H -0.253 1.772 -0.230 -0.10 -0.11 -0.07
H -0.186 -0.541 -2.137 -0.01 0.02 0.20
```
Positions in Å, forces in eV/Å.

## Properties
- SMILES: CO[C@@H]1[C@@H]2CC[C@@H]21
- Gap between HOMO and LUMO: 10.52 eV
- Relative energy (zero: lowest compared OMol25 entry of this formula, charge and spin): 1.794 eV
- Strongest force on any atom: 0.0067 hartree/bohr
- HOMO: -9.394 eV